# C3H10N3

2 unconnected molecules or ions with the total composition C3H10N3 at a distorted geometry (ωB97M-V with the def2-TZVPD basis set, the Open Molecules 2025 dataset).

Last column: Mulliken charge in e.
Positions of all 16 atoms, in Å:
C (1.72833, 0.04476, -0.57111)  -0.03
C (-1.45024, -1.43571, 0.32289)  -0.54
C (-1.47043, 1.34780, 0.32496)  -0.80
N (0.68220, 0.25833, 0.19025)  -0.71
N (2.90302, -0.07153, 0.02334)  -0.31
N (-0.52481, 0.42865, -0.30257)  0.20
H (1.63021, -0.05609, -1.58919)  0.37
H (-0.98766, -2.05125, -0.48459)  0.29
H (-1.00199, -1.89530, 1.32662)  0.29
H (-2.45433, -1.27652, 0.28216)  0.35
H (-2.39228, 1.15256, -0.16310)  0.39
H (-1.58362, 1.18964, 1.40330)  0.30
H (-1.20310, 2.46343, 0.12508)  0.30
H (3.72884, -0.16127, -0.56826)  0.25
H (2.98033, -0.27902, 1.05211)  0.28
H (-0.58447, 0.34154, -1.37188)  0.35

Results
Frontier orbital gap (alpha / beta): 7.88 / 7.87 eV
Net charge: +1
Max |F|: 5.3 eV Å⁻¹
E_LUMO (alpha / beta): -5.08 / -5.09 eV
ΔE to the lowest compared entry with this formula, charge and spin: 120.1 kcal per mole
HOMO level (alpha / beta): -13.0 / -13.0 eV

# CFN4S

A gas-phase ion, CFN4S (charge -1) at a distorted geometry (ωB97M-V with the def2-TZVPD basis set, the Open Molecules 2025 dataset).

Last column: Mulliken charge in e.
Positions of all 7 atoms, in Å:
C (-1.65701, 0.93412, -0.16641)  0.32
N (-2.32656, 1.88627, -0.23324)  -0.46
N (1.38922, -0.77441, -0.45022)  -0.68
N (3.40543, -0.13791, 0.50659)  -0.56
N (2.38284, -0.33452, -0.02024)  0.63
F (-2.49777, -1.08637, 0.29621)  -0.51
S (-0.69615, -0.48718, 0.06730)  0.27

Results
Frontier orbital gap: 7.80 eV
Net charge: -1
Max |F|: 4.3 eV Å⁻¹
E_LUMO: 2.92 eV
ΔE to the lowest compared entry with this formula, charge and spin: 45.1 kcal per mole
HOMO level: -4.9 eV

# N5O15Sr3

A molecular structure, N5O15Sr3 at a distorted geometry (ωB97M-V with the def2-TZVPD basis set, the Open Molecules 2025 dataset).

Last column: Mulliken charge in e.
Positions of all 23 atoms, in Å:
Sr (-4.91985, -13.12742, -26.26203)  1.98
Sr (-8.34283, -8.68204, -26.44126)  2.07
Sr (-8.43657, -10.22380, -31.70507)  1.78
N (-5.00512, -9.49545, -25.50093)  0.84
O (-4.42247, -10.59700, -25.83584)  -0.68
O (-5.34961, -9.43901, -24.29677)  -0.57
O (-5.69534, -8.94406, -26.34672)  -0.54
N (-11.02787, -9.48457, -28.82021)  0.66
O (-12.17773, -9.41278, -28.38757)  -0.57
O (-10.08849, -9.11549, -28.20852)  -0.51
O (-10.78829, -10.07788, -29.88134)  -0.58
N (-4.86775, -10.98777, -32.32044)  0.99
O (-5.88600, -11.55827, -31.94795)  -0.64
O (-3.79263, -11.46961, -32.31224)  -0.63
O (-4.77404, -9.90782, -32.92599)  -0.61
N (-6.93290, -7.55608, -30.75872)  0.88
O (-7.28266, -8.40143, -30.01390)  -0.64
O (-6.10536, -7.68990, -31.57542)  -0.47
O (-7.54210, -6.55705, -30.80143)  -0.63
N (-7.11036, -11.49388, -28.78346)  0.55
O (-7.68824, -11.90595, -29.89426)  -0.60
O (-6.24306, -12.23026, -28.33535)  -0.54
O (-7.43334, -10.38928, -28.13173)  -0.55

Results
Frontier orbital gap: 2.70 eV
Net charge: +1
Max |F|: 9.2 eV Å⁻¹
E_LUMO: -6.28 eV
HOMO level: -9.0 eV